Below is a molecular structure, C44H43BBiCl3F12N4O3S, with properties calculated with wB97M-V/def2-TZVPD.

Each line ends with the Löwdin charge.
Cartesian coordinates (Å):
F (6.445, -4.565, 0.473)  0.080
C (-1.581, -2.185, 2.249)  -0.184
C (3.767, 1.761, -0.260)  -0.102
H (-4.781, -3.071, 2.982)  0.103
F (1.715, 1.843, -5.820)  0.129
F (-0.119, 1.329, -4.835)  0.169
C (-3.451, 3.368, -4.210)  -0.106
C (3.464, -2.497, -0.249)  -0.734
C (-2.208, -2.350, -0.985)  -0.345
C (-0.987, -3.438, 2.452)  -0.135
C (3.418, 0.811, -3.916)  -0.545
C (-3.146, -4.427, 2.940)  -0.105
H (4.268, 2.656, -0.621)  0.073
C (3.787, 2.554, 2.133)  -0.055
C (4.458, -3.516, -0.292)  -0.156
Cl (-4.450, -1.725, -2.209)  0.615
C (4.324, -4.545, -1.206)  -0.037
F (3.741, 2.110, -3.804)  0.145
C (3.237, -4.561, -2.067)  -0.075
N (0.199, 1.452, 1.390)  -0.110
C (2.326, -3.515, -1.968)  -0.175
H (2.404, -3.053, 3.036)  0.065
H (1.424, -1.790, 2.334)  -0.028
H (3.177, 2.752, 3.015)  0.073
S (3.517, -1.267, 0.902)  0.661
C (-3.385, 2.084, -3.685)  0.006
H (-4.621, 0.591, 3.883)  0.072
C (-1.785, -4.531, 2.770)  -0.049
C (1.391, -2.669, 2.961)  -0.102
H (-0.846, 5.781, 0.304)  0.106
C (-1.515, 4.094, -2.953)  0.004
H (3.175, 4.509, -0.117)  0.107
H (1.441, -3.478, -2.590)  0.107
C (-2.535, 4.348, -3.857)  -0.102
H (-5.327, 0.240, 1.470)  0.074
C (5.596, -3.517, 0.673)  -0.608
H (-4.230, 3.606, -4.919)  0.090
N (-1.092, -2.045, -0.774)  0.048
C (-3.721, -3.181, 2.815)  -0.098
Bi (0.341, -0.445, 0.001)  1.831
H (0.637, -4.645, 3.008)  0.126
C (-0.173, 1.129, 2.626)  -0.174
C (-2.729, 2.445, 0.931)  -0.034
H (4.523, 1.794, 2.387)  0.074
H (0.731, -3.293, 0.288)  0.011
H (-2.613, 5.330, -4.303)  0.091
F (4.165, 0.153, -3.036)  0.166
C (-1.932, 3.681, 1.347)  -0.339
C (1.875, 0.569, -3.703)  -0.390
N (2.434, -2.533, -1.107)  -0.014
C (-1.435, 2.815, -2.441)  -0.218
C (-0.483, 3.761, 0.899)  -0.140
N (-0.858, -1.023, 1.913)  -0.111
Cl (-4.184, -3.983, -0.367)  0.639
C (-0.102, 4.999, 0.391)  -0.068
H (-2.898, 2.428, -0.142)  0.078
H (-4.433, -0.892, 0.457)  0.039
H (-4.909, -1.125, 4.215)  0.071
F (1.151, 2.860, -4.031)  0.160
C (-2.966, -2.066, 2.483)  -0.152
C (0.840, -4.137, 0.956)  -0.050
H (-0.791, 4.839, -2.671)  0.114
C (-2.350, 1.818, -2.812)  -0.211
H (-3.017, 4.244, 3.148)  0.071
H (-2.963, 0.037, 2.177)  0.085
C (1.567, -0.815, -4.397)  -0.537
H (3.100, -5.359, -2.778)  0.087
H (-2.219, 1.528, 1.195)  0.045
C (-3.409, -2.816, -1.371)  -1.330
H (5.064, -5.334, -1.236)  0.107
Cl (-2.948, -4.369, -3.334)  -0.220
H (-0.037, 1.832, 3.439)  0.120
F (2.554, -1.704, -4.206)  0.145
F (5.215, -3.649, 1.963)  0.089
F (0.448, -1.343, -3.921)  0.164
H (-3.739, -5.295, 3.192)  0.097
H (4.520, 1.013, -0.020)  0.034
C (1.831, 3.055, 0.676)  -0.127
H (-3.705, 2.470, 1.418)  0.084
C (0.499, 2.757, 1.008)  -0.188
H (-3.341, -0.408, 4.578)  0.071
H (-0.932, -0.380, 3.908)  0.126
H (-2.436, 4.537, 0.879)  0.124
H (-1.832, 2.968, 3.402)  0.053
H (-1.295, 4.640, 3.196)  0.079
H (-4.096, 1.320, -3.952)  0.111
H (1.864, -4.496, 0.904)  0.083
C (2.918, 2.056, 0.970)  -0.409
O (-2.012, 0.668, -2.174)  0.129
C (0.486, -3.749, 2.387)  -0.361
C (1.189, 5.264, -0.009)  -0.084
F (1.417, -0.745, -5.741)  0.131
F (3.870, 0.438, -5.135)  0.128
H (0.169, -4.923, 0.614)  0.090
H (1.053, -2.374, 3.952)  0.078
H (2.457, 1.121, 1.291)  0.040
F (6.399, -2.439, 0.632)  0.103
C (-0.684, -0.115, 2.887)  -0.188
C (-4.820, -0.722, 1.456)  -0.054
O (-0.556, 2.286, -1.565)  0.126
H (4.307, 3.472, 1.860)  0.070
H (3.128, 1.365, -1.045)  0.051
H (1.439, 6.221, -0.442)  0.094
C (-3.675, -0.734, 2.464)  -0.376
H (-5.546, -1.500, 1.675)  0.070
O (1.503, 0.624, -2.468)  -0.150
C (-2.022, 3.895, 2.870)  -0.060
C (1.159, 1.652, -4.601)  -0.528
C (-4.172, -0.400, 3.875)  -0.056
B (-0.889, 0.957, -1.421)  -0.672
H (-1.302, -5.488, 2.906)  0.110
C (2.156, 4.296, 0.159)  -0.031

**LUMO (alpha / beta)**: 0.1297 / 0.1158 Eh
**ΔE to the lowest compared entry with this formula, charge and spin**: 44.3 kcal/mol
**Spin multiplicity**: 1
**E**: -145962.1276 eV
**HOMO-LUMO gap (alpha / beta)**: 0.2120 / 0.1977 Ha
**Total charge**: -2
**F_max**: 3.4 eV/Å


Below is a molecular structure, C28H28N4O7PtTe, with properties calculated with wB97M-V/def2-TZVPD.

Each line ends with the Löwdin charge.
Cartesian coordinates (Å):
H (4.487, -1.551, -0.094)  0.084
H (-3.345, 3.515, 0.489)  0.109
Pt (0.953, -0.194, 1.512)  0.817
C (-3.529, 4.560, -2.730)  -0.117
C (2.889, 1.271, 2.816)  -0.560
N (3.662, -0.348, -1.599)  -0.133
C (1.372, -0.954, -3.344)  -0.067
C (-6.334, 0.054, 1.947)  -0.112
H (-0.070, 1.151, -2.459)  0.073
C (-2.977, 2.220, -2.603)  -0.037
H (-3.447, 1.819, 2.157)  0.113
C (-5.044, -0.143, -0.072)  -0.031
H (1.217, 2.334, -2.697)  0.089
C (2.516, 0.395, -1.663)  -0.515
H (-5.462, 1.291, 3.467)  0.099
H (3.430, -6.662, 3.327)  0.080
H (4.281, -1.953, -2.826)  0.082
O (-0.831, -1.795, -0.984)  -0.119
C (-1.243, -0.724, -0.589)  -0.590
C (1.605, 1.900, 3.390)  -0.600
H (-3.000, -0.742, -1.631)  0.123
C (2.588, -3.542, 2.232)  -0.628
H (5.214, -2.891, 4.293)  0.091
O (1.671, 2.782, 4.237)  0.017
O (0.537, 1.340, 2.948)  -0.161
H (5.340, -0.009, -0.388)  0.088
C (-3.331, 3.468, -0.591)  -0.014
Te (1.154, -2.705, 0.891)  0.883
O (-1.435, 2.139, 1.254)  0.075
N (-0.737, 0.091, 0.399)  -0.024
C (-6.174, -0.459, 0.668)  -0.099
C (2.574, -4.932, 2.387)  -0.206
H (3.790, -0.027, 0.467)  0.052
H (-2.725, 1.290, -3.096)  0.102
H (0.554, 1.458, -4.099)  0.079
H (3.589, -1.743, 2.853)  0.065
C (-3.570, 4.609, -1.342)  -0.084
H (-3.783, 5.543, -0.838)  0.096
C (-4.047, 0.676, 0.449)  -0.112
N (-2.356, -0.114, -1.182)  0.122
O (3.950, 1.854, 2.735)  0.054
C (-3.038, 2.257, -1.216)  -0.120
H (5.417, -0.607, -2.670)  0.078
H (1.260, -0.962, -4.433)  0.079
H (-4.957, -0.538, -1.078)  0.105
C (-1.561, 1.168, 0.547)  -0.420
O (2.101, 1.079, -0.747)  0.031
C (-3.226, 3.362, -3.357)  -0.100
C (4.357, -0.492, -0.332)  -0.046
H (1.827, -5.513, 1.853)  0.067
C (3.481, -5.583, 3.213)  -0.142
O (2.717, 0.012, 2.463)  -0.306
H (-3.174, 3.313, -4.438)  0.091
C (-2.802, 0.999, -0.389)  -0.273
C (4.443, -4.856, 3.904)  -0.147
H (5.157, -5.360, 4.547)  0.077
C (-5.355, 0.886, 2.469)  -0.078
C (0.830, 1.379, -3.044)  -0.073
H (2.071, -1.735, -3.056)  0.071
N (1.853, 0.356, -2.912)  -0.156
H (-3.731, 5.450, -3.314)  0.088
C (3.560, -2.821, 2.934)  -0.134
H (3.958, -0.415, -3.662)  0.079
C (-4.222, 1.197, 1.728)  -0.009
H (-7.210, -0.200, 2.532)  0.090
C (4.354, -0.861, -2.753)  -0.087
H (-6.926, -1.113, 0.243)  0.092
C (4.472, -3.474, 3.757)  -0.113
H (0.411, -1.199, -2.880)  0.071

**LUMO**: 0.1547 Eh
**ΔE to the lowest compared entry with this formula, charge and spin**: 8.6 kcal/mol
**Spin multiplicity**: 1
**E**: -60327.6163 eV
**HOMO-LUMO gap**: 0.1889 Ha
**Total charge**: -2
**F_max**: 1.2 eV/Å


Below is a single C19H20N6 molecule, with properties calculated with wB97M-V/def2-TZVPD.

Each line ends with the Löwdin charge.
Cartesian coordinates (Å):
H (1.254, -5.812, -1.585)  0.109
C (0.167, -2.659, -0.952)  -0.227
C (2.589, 2.361, 0.918)  -0.236
H (-2.214, -4.360, 0.677)  0.083
H (-1.050, -6.362, -0.240)  0.084
H (4.171, 3.536, 0.625)  0.064
C (-1.246, -1.064, -3.505)  0.002
C (2.133, 2.749, 2.244)  -0.271
H (1.966, -3.481, -1.767)  0.103
C (0.434, 1.457, 0.399)  -0.126
C (0.619, 3.052, 3.846)  -0.378
H (-1.635, -2.114, 0.096)  0.119
H (-0.411, 3.725, 5.565)  0.063
H (-1.455, 3.527, 4.241)  0.069
H (-0.346, -0.990, -4.028)  0.055
H (4.123, 2.103, -0.338)  0.079
C (4.024, 2.517, 0.644)  -0.022
C (0.549, -5.054, -1.134)  -0.072
C (-3.365, 1.148, -2.588)  -0.061
N (2.630, 3.434, 3.224)  0.091
H (-1.118, 1.684, 1.776)  0.114
H (4.698, 2.061, 1.335)  0.090
H (-4.198, 1.273, -1.897)  0.077
C (-2.184, 0.729, -1.889)  -0.340
C (-1.030, -2.953, -0.281)  -0.037
H (-3.139, 2.078, -3.214)  0.112
C (-1.446, -4.283, -0.049)  -0.063
H (-0.767, 2.091, 5.051)  0.087
N (-0.285, -0.218, -1.401)  0.035
H (1.498, -1.135, -1.884)  0.114
C (-0.635, 0.851, -0.485)  -0.258
C (1.003, -3.692, -1.341)  -0.041
N (1.831, 1.685, 0.048)  0.160
H (-1.616, -2.131, -3.327)  0.112
C (-0.657, -5.409, -0.495)  -0.064
C (-1.305, -0.202, -2.273)  -0.289
H (-1.933, -0.552, -4.194)  0.076
C (0.787, -1.262, -1.083)  -0.042
N (1.647, 3.638, 4.228)  0.098
C (-0.057, 1.881, 1.668)  0.084
H (-3.828, 0.335, -3.177)  0.081
H (1.371, -0.972, -0.203)  0.121
C (-0.600, 3.120, 4.727)  0.007
N (-1.856, 1.256, -0.632)  0.176
N (0.882, 2.416, 2.649)  0.064

**LUMO**: -0.0005 Eh
**ΔE to the lowest compared entry with this formula, charge and spin**: 83.7 kcal/mol
**Spin multiplicity**: 1
**E**: -28965.2337 eV
**HOMO-LUMO gap**: 0.2844 Ha
**Structure (SMILES)**: Cc1nc(-c2cn3c(C)nnc3c(C)n2)n(Cc2ccccc2)c1C
**Total charge**: 0
**F_max**: 6.1 eV/Å


Below is a molecular structure, C37H47AuBN7, with properties calculated with wB97M-V/def2-TZVPD.

Each line ends with the Löwdin charge.
Cartesian coordinates (Å):
H (3.945, 1.871, -1.896)  0.126
C (-1.229, -1.109, -4.909)  -0.039
C (5.119, -0.037, 0.601)  -0.051
H (1.004, 2.650, -1.602)  0.105
C (3.097, -1.275, 1.456)  -0.069
C (-4.622, -1.426, 4.801)  -0.175
C (-2.157, -1.964, 5.117)  -0.066
C (-0.959, 0.969, -3.535)  -0.378
C (1.138, -2.228, -3.927)  -0.120
C (3.141, 1.283, 1.496)  -0.126
H (-0.962, 0.570, 5.264)  0.119
H (-3.099, 0.568, -3.620)  0.073
H (-2.647, 1.881, -2.532)  0.069
C (-4.773, -0.034, 4.771)  -0.003
H (-2.350, 0.204, -2.060)  0.056
H (-0.932, 2.448, -0.039)  0.051
N (-5.215, -3.592, 4.668)  0.078
C (0.708, -0.966, -3.499)  -0.114
H (-1.208, 3.640, -1.314)  0.072
H (4.367, -0.009, 2.586)  0.120
C (-0.604, 3.412, -0.434)  -0.058
H (-1.398, -2.887, -6.095)  0.101
C (2.517, 3.342, 2.620)  -0.081
H (2.225, -1.233, 2.112)  0.067
C (0.360, -2.894, -4.871)  -0.045
C (3.180, 2.127, 2.603)  -0.042
H (-0.273, 1.338, -2.774)  0.093
H (2.736, -1.427, 0.442)  0.024
H (-7.804, -2.494, 4.216)  0.115
H (3.747, 1.816, 3.473)  0.107
H (0.681, -3.872, -5.212)  0.112
C (-7.139, -0.451, 4.331)  -0.080
H (-0.524, 1.654, 2.771)  0.102
H (3.892, -1.607, -4.285)  0.064
C (2.397, -2.947, -3.458)  -0.357
C (3.942, -0.007, 1.576)  -0.360
C (1.785, 3.734, 1.513)  -0.044
B (1.254, 0.030, -1.183)  -0.705
H (2.573, 3.981, 3.492)  0.100
H (1.187, 5.526, -0.604)  0.072
C (1.348, 4.729, -1.333)  -0.056
H (3.511, -3.550, -1.725)  0.084
C (3.579, -2.647, -4.385)  -0.058
C (-0.810, -2.347, -5.365)  -0.074
H (-2.147, -0.680, -5.291)  0.109
N (-3.558, -2.258, 4.983)  -0.068
H (-1.644, -2.925, 5.081)  0.140
H (-1.231, 2.954, -4.363)  0.074
C (-1.159, 0.188, 4.279)  -0.061
C (2.615, 0.511, -2.986)  -0.066
C (2.405, 1.703, 0.381)  -0.127
H (-3.943, 0.644, 4.915)  0.104
C (-0.482, -0.401, -3.975)  -0.127
H (-1.988, -3.398, 2.628)  0.085
C (-0.935, 1.958, -4.701)  -0.054
N (1.496, -0.215, -2.581)  0.009
H (3.320, -2.827, -5.429)  0.078
H (-6.222, 1.492, 4.500)  0.106
H (5.769, 0.828, 0.741)  0.083
N (-3.957, -3.549, 4.875)  0.053
Au (-0.233, -0.458, 0.114)  0.817
C (2.805, -2.762, -1.998)  -0.068
H (0.064, 2.030, -5.135)  0.081
C (-2.348, -2.501, 2.125)  0.002
C (3.109, 1.192, -1.934)  -0.079
H (-1.949, -1.484, 6.074)  0.141
H (-2.047, -2.545, 1.080)  0.062
N (-1.695, -1.071, 4.078)  -0.023
H (5.713, -0.939, 0.759)  0.079
H (3.298, -1.805, -1.828)  0.061
H (4.432, -3.278, -4.129)  0.079
C (1.715, 2.923, 0.384)  -0.132
C (-6.046, 0.425, 4.534)  -0.073
C (-2.347, 0.899, -2.901)  -0.067
H (2.954, 0.510, -4.009)  0.121
H (-3.439, -2.510, 2.167)  0.086
N (2.331, 0.913, -0.806)  0.011
H (-1.623, 1.654, -5.492)  0.075
H (2.161, -4.010, -3.578)  0.126
C (-0.947, 0.702, 3.046)  -0.118
H (-0.806, 4.180, 0.317)  0.078
C (-6.979, -1.814, 4.369)  -0.011
N (-1.358, -0.205, 2.094)  -0.019
H (2.410, 4.709, -1.580)  0.082
C (-5.687, -2.296, 4.611)  -0.234
H (-8.115, -0.032, 4.134)  0.103
H (1.947, -2.825, -1.328)  0.074
H (4.775, -0.042, -0.432)  0.056
C (0.880, 3.376, -0.798)  -0.370
C (-1.798, -1.265, 2.738)  -0.355
H (3.697, -2.143, 1.736)  0.081
H (1.266, 4.684, 1.519)  0.109
H (0.795, 4.990, -2.237)  0.078

**LUMO**: 0.0053 Eh
**ΔE to the lowest compared entry with this formula, charge and spin**: 0.0 kcal/mol
**Spin multiplicity**: 1
**E**: -53934.0063 eV
**HOMO-LUMO gap**: 0.2768 Ha
**Total charge**: 0
**F_max**: 0.9 eV/Å


Below is 2 unconnected molecules or ions with the total composition CH9N4O, with properties calculated with wB97M-V/def2-TZVPD.

Each line ends with the Löwdin charge.
Cartesian coordinates (Å):
H (0.874, 0.169, 1.288)  0.119
H (-0.938, 1.868, -0.413)  0.049
N (-0.968, -1.211, 0.210)  -0.078
N (0.408, -1.329, -0.072)  0.013
H (-1.400, -2.152, 0.091)  0.216
N (-1.372, 1.418, 0.393)  0.280
H (1.578, 1.736, -0.252)  0.089
H (-2.351, 1.701, 0.431)  0.069
H (0.558, -1.564, -1.052)  0.150
H (1.686, 0.648, -1.499)  0.090
O (-1.726, -0.361, -0.525)  -0.049
C (1.241, -0.207, 0.329)  -0.280
H (2.244, -0.637, 0.483)  0.131
N (1.219, 0.869, -0.628)  0.005
H (-1.052, -0.948, 1.215)  0.195

**LUMO (alpha / beta)**: -0.2435 / -0.2446 Eh
**ΔE to the lowest compared entry with this formula, charge and spin**: 133.9 kcal/mol
**Spin multiplicity**: 1
**E**: -9178.2947 eV
**HOMO-LUMO gap (alpha / beta)**: 0.2711 / 0.2700 Ha
**Total charge**: +1
**F_max**: 4.1 eV/Å